(1)
{"formula": "C5H5FO2", "method": "ωB97M-V with the def2-TZVPD basis set", "elements": ["C", "C", "C", "C", "C", "H", "H", "H", "H", "H", "O", "O", "F"], "coordinates": [[-0.436, -1.009, -0.536], [-0.026, 0.404, -0.994], [-0.879, -0.117, 0.669], [0.549, 0.299, 1.200], [1.084, 0.709, -0.073], [0.277, -1.891, -0.558], [0.030, 0.557, -2.089], [-1.690, -0.412, 1.408], [1.056, -0.151, 2.058], [2.029, 0.586, -0.445], [-1.145, 0.908, -0.321], [0.737, 1.642, 0.842], [-1.585, -1.526, -1.162]], "atomic_forces_ev_per_a": [[-0.52, -1.58, 0.01], [-0.95, -1.52, -2.75], [0.04, -1.16, 1.03], [-1.46, -0.61, 0.39], [0.15, -0.87, -0.92], [-0.49, 1.27, 0.62], [0.00, 0.46, 0.72], [0.92, 0.60, -1.21], [-0.15, 0.34, -0.38], [2.62, 0.02, -0.35], [-1.58, 0.35, 0.96], [0.75, 2.22, 1.95], [0.67, 0.48, -0.05]], "total_energy_ha": -443.7274}

(2)
{"formula": "C5H6N2", "method": "ωB97M-V with the def2-TZVPD basis set", "elements": ["C", "C", "C", "C", "C", "H", "H", "H", "H", "H", "H", "N", "N"], "coordinates": [[-2.490, -0.859, 0.228], [0.059, 1.458, 0.415], [0.603, 0.463, -0.415], [1.912, -0.253, -0.295], [2.895, -0.861, 0.209], [-2.208, -1.108, 1.403], [-3.568, -1.339, -0.321], [0.600, 1.097, 1.537], [-0.148, 2.635, -0.100], [0.410, 0.584, -1.518], [3.820, -1.514, 0.314], [-1.799, -0.101, -0.436], [-0.597, 0.095, 0.126]], "atomic_forces_ev_per_a": [[-4.72, -3.54, 2.80], [0.59, 1.64, 3.33], [2.49, -1.65, -7.03], [2.40, -2.24, 3.36], [-1.86, 0.93, -2.42], [-0.65, 0.17, -3.16], [3.25, 1.76, 1.99], [-1.91, 2.71, -2.90], [0.26, -3.94, 2.04], [0.60, 0.65, 0.60], [-1.85, 1.44, -0.04], [0.59, 1.02, -4.15], [0.82, 1.05, 5.58]], "smiles": "C#C[C@@H]1CN1N=C", "total_energy_ha": -303.3203}

(3)
{"formula": "C18H62N8O12", "method": "ωB97M-V with the def2-TZVPD basis set", "elements": ["C", "O", "N", "N", "H", "H", "H", "H", "C", "O", "N", "N", "H", "H", "H", "H", "C", "O", "N", "N", "H", "H", "H", "H", "C", "C", "C", "O", "C", "N", "H", "H", "H", "H", "H", "H", "H", "H", "H", "H", "H", "C", "C", "C", "O", "C", "N", "H", "H", "H", "H", "H", "H", "H", "H", "H", "H", "H", "C", "O", "H", "H", "H", "H", "C", "O", "H", "H", "H", "H", "C", "O", "H", "H", "H", "H", "C", "O", "H", "H", "H", "H", "C", "O", "H", "H", "H", "H", "C", "O", "H", "H", "H", "H", "C", "O", "H", "H", "H", "H"], "coordinates": [[3.617, 0.271, -2.397], [2.530, 0.771, -2.142], [3.823, -0.354, -3.586], [4.665, 0.404, -1.556], [3.099, -0.496, -4.262], [4.762, -0.631, -3.936], [5.429, -0.159, -1.877], [4.557, 0.436, -0.519], [-0.527, 3.401, -0.863], [-0.836, 4.062, 0.144], [0.733, 3.071, -1.190], [-1.454, 3.001, -1.779], [0.860, 2.367, -1.907], [1.473, 3.268, -0.534], [-2.404, 3.235, -1.615], [-1.137, 2.450, -2.512], [0.604, 1.219, -5.554], [0.291, 1.668, -6.600], [0.729, 1.967, -4.350], [1.044, -0.113, -5.307], [1.465, 1.848, -3.691], [0.462, 2.952, -4.556], [0.748, -0.709, -6.103], [0.929, -0.515, -4.400], [2.815, -3.072, 3.314], [2.589, -2.106, 2.189], [3.533, -0.952, 2.378], [3.516, -0.054, 1.300], [3.498, 1.294, 1.745], [2.693, -2.816, 0.930], [2.130, -3.910, 3.357], [2.597, -2.549, 4.197], [3.881, -3.459, 3.322], [1.577, -1.716, 2.371], [4.570, -1.324, 2.519], [3.222, -0.378, 3.273], [2.696, 1.508, 2.467], [3.361, 1.812, 0.771], [4.449, 1.697, 2.199], [3.606, -3.004, 0.536], [2.343, -2.185, 0.168], [-0.421, -0.125, 4.259], [-1.725, -0.415, 4.941], [-2.660, -1.480, 4.291], [-2.848, -1.131, 2.955], [-3.491, -2.080, 2.136], [-1.585, -0.803, 6.316], [0.176, 0.663, 4.713], [-0.437, 0.057, 3.173], [0.252, -1.054, 4.269], [-2.233, 0.543, 4.883], [-3.624, -1.366, 4.829], [-2.254, -2.437, 4.409], [-2.910, -3.058, 2.161], [-3.442, -1.661, 1.162], [-4.518, -2.208, 2.496], [-2.536, -0.702, 6.700], [-1.011, -0.144, 6.803], [-5.160, 1.095, -1.479], [-3.997, 1.821, -1.321], [-5.276, 0.115, -0.956], [-6.040, 1.770, -1.227], [-5.347, 0.807, -2.541], [-3.820, 1.776, -0.383], [-0.236, -0.021, 0.013], [0.328, -0.940, -0.939], [-1.140, 0.494, -0.414], [-0.475, -0.585, 0.856], [0.540, 0.669, 0.246], [1.037, -0.461, -1.350], [0.520, 4.004, 2.823], [0.715, 2.824, 2.060], [-0.400, 3.953, 3.355], [1.290, 4.093, 3.622], [0.649, 4.889, 2.257], [0.242, 3.010, 1.209], [1.660, -4.807, -1.342], [1.304, -5.152, -0.020], [0.858, -5.209, -1.974], [1.625, -3.725, -1.488], [2.601, -5.245, -1.700], [1.749, -4.534, 0.550], [-3.035, 1.558, -4.791], [-2.450, 0.687, -3.829], [-2.282, 1.628, -5.628], [-3.989, 1.127, -5.106], [-3.124, 2.625, -4.500], [-2.717, 0.969, -2.943], [-2.765, 2.360, 2.309], [-3.482, 1.145, 1.985], [-1.823, 2.486, 1.742], [-3.444, 3.209, 2.147], [-2.401, 2.403, 3.373], [-3.215, 0.412, 2.610], [-0.412, -2.839, -4.254], [0.484, -2.178, -3.422], [-0.184, -2.632, -5.284], [-0.321, -3.957, -4.123], [-1.382, -2.569, -3.943], [0.044, -1.878, -2.636]], "atomic_forces_ev_per_a": [[-0.51, 0.40, -0.49], [-1.40, 0.14, 0.41], [2.26, -0.72, -0.47], [1.05, -0.55, 0.68], [-0.66, 0.38, 0.01], [-1.17, 0.38, 0.80], [0.59, -0.06, 0.44], [-0.43, -0.09, -1.38], [-1.38, 0.98, -0.02], [0.46, -0.58, -0.53], [0.66, -0.33, -0.21], [0.73, 1.16, 1.79], [0.40, 0.16, 0.46], [-0.07, -0.18, -0.16], [-0.57, -0.12, -0.10], [0.05, -1.11, -1.73], [2.46, -1.77, 4.19], [-0.99, 0.58, -1.66], [-1.99, 1.89, -1.92], [-0.62, 0.93, -2.85], [0.70, -0.60, 0.08], [0.60, -1.05, 0.47], [0.46, 0.42, 1.07], [-0.51, -0.30, 0.58], [1.34, -1.06, -0.12], [0.14, -0.62, 0.31], [0.65, 0.33, 0.64], [0.08, 0.28, 0.23], [0.47, 1.03, -0.99], [-1.27, 1.30, -2.29], [-0.07, -0.23, -0.59], [0.20, 0.73, 1.66], [-1.18, 0.39, 0.10], [-0.03, -0.14, -0.86], [-0.32, 0.10, 0.10], [0.27, -0.53, -0.07], [-0.01, -0.15, -0.57], [-0.24, 0.36, 0.94], [-0.47, -0.86, -0.40], [0.69, -0.11, 0.97], [-0.20, -0.68, 0.91], [2.21, -2.48, -1.02], [-0.64, 0.37, -1.04], [-0.23, 2.64, 0.65], [0.63, -0.04, -0.17], [0.68, -1.19, 1.15], [-0.92, -0.47, 0.58], [-0.28, 0.20, 0.20], [-0.69, 0.39, 0.43], [-0.76, 0.95, 0.40], [-0.69, 0.32, -0.16], [0.24, -0.52, -0.09], [0.59, -1.61, 0.14], [-0.83, 0.99, -0.06], [-0.25, 0.16, -0.97], [0.03, -0.26, -0.32], [0.74, -0.24, 0.27], [0.36, 0.34, 0.35], [-3.34, -0.32, -1.09], [0.86, -0.35, -0.15], [0.57, 0.87, 0.20], [0.72, -1.00, -0.02], [0.59, 0.46, 0.48], [0.55, 0.11, 0.73], [-0.39, 0.26, -2.16], [-0.66, -0.33, 0.25], [0.77, -0.40, 0.50], [-0.70, -0.78, 1.54], [0.34, 0.90, 0.50], [0.81, 0.41, -0.62], [1.52, -0.81, 1.21], [-0.07, 0.28, -0.71], [-1.13, 0.30, 0.21], [-0.16, -0.49, -0.48], [-0.37, 0.87, -0.80], [0.21, -0.02, 0.99], [-1.04, -0.14, -0.31], [-0.13, -0.82, -0.51], [0.25, 0.02, -0.06], [0.31, -0.01, -0.07], [0.07, 0.14, 0.27], [0.44, 0.76, 0.62], [1.33, 0.30, -0.90], [0.08, 0.43, 0.50], [-1.06, -0.41, 0.45], [0.03, 0.39, -0.27], [-0.29, -0.63, 0.43], [-0.18, -0.11, -0.06], [0.40, -0.32, 0.69], [0.63, 0.63, 0.63], [-0.75, -0.13, -0.16], [0.33, -0.19, -0.05], [-0.69, -0.22, -0.66], [-0.19, 0.77, -1.03], [0.54, -2.10, 0.53], [1.50, 0.30, -0.28], [-0.19, 0.29, -0.48], [-0.05, 0.87, -0.14], [-1.48, 0.32, -0.37], [-0.35, 0.26, 0.92]], "smiles": "COC[C@H](C)N.COC[C@H](C)N.NC(N)=O.NC(N)=O.NC(N)=O.CO.CO.CO.CO.CO.CO.CO", "total_energy_ha": -2063.8928}

Number 1: frontier orbital gap 11.21 eV, E_HOMO -10.236 eV, LUMO 0.03573 Ha. Number 2: frontier orbital gap 9.69 eV, E_HOMO -8.679 eV, LUMO 0.03707 Ha. Number 3: frontier orbital gap 9.94 eV, E_HOMO -9.537 eV, LUMO 0.01497 Ha.